92
Properties=species:S:1:pos:R:3:mulliken_charge:R:1 method="wB97M-V/def2-TZVPD" relative_energy_kj_mol=162.3 spin_multiplicity=6
Mn -0.8896 -0.0677 -0.0735 0.72
C 0.1147 -3.2326 5.6020 0.04
C -1.0112 -2.2479 5.5267 -1.23
S -1.2556 -1.3159 3.9684 0.31
C -0.5683 0.3780 4.3406 -0.25
C 0.9950 0.4549 4.2329 -0.92
S 1.5887 -0.3608 2.7690 0.22
C 1.6767 -2.1814 2.9798 0.80
C 2.4967 -2.6828 4.1814 -1.03
S 1.7544 -2.3662 5.7722 -0.21
H 0.2256 -3.9303 4.7693 -0.40
H 0.0209 -3.9256 6.4542 0.49
H -0.9142 -1.5086 6.3127 0.49
H -1.9544 -2.7506 5.7486 0.49
H -1.0001 0.7147 5.3325 0.48
H -1.0206 1.0084 3.5908 -0.21
H 1.5600 0.0819 5.1057 0.40
H 1.1840 1.5005 4.1138 0.47
H 2.2337 -2.4544 2.0754 0.36
H 0.7024 -2.6340 2.9791 -1.20
H 3.5217 -2.2542 4.1226 0.42
H 2.6615 -3.7642 4.0962 0.46
C 4.2696 2.8142 0.5495 -0.62
C 3.7390 1.8085 -0.2359 -0.81
C 2.3961 1.5249 -0.0724 1.57
C 1.5957 2.3253 0.7404 -1.44
C 2.1352 3.2677 1.6000 -0.22
C 3.5061 3.4968 1.5206 -1.01
N 0.2214 2.0015 0.7222 2.03
N -0.5265 2.8120 1.3031 -0.87
C -1.9712 2.5191 1.1878 -0.12
C -2.7733 3.6222 1.3117 -0.43
C -4.1476 3.4274 1.1467 -0.57
C -4.6061 2.1460 1.0233 -0.74
C -3.7215 1.0736 0.8480 -0.31
N -2.4103 1.3111 0.8870 0.81
H 5.3262 3.0003 0.4657 0.44
H 4.3809 1.2839 -0.9084 0.53
H 1.8173 0.7284 -0.6133 -0.21
H 1.5315 3.7359 2.3611 0.54
H 4.0644 4.2178 2.1046 0.42
H -2.3699 4.6223 1.3936 0.48
H -4.7995 4.2443 1.1733 0.49
H -5.6553 1.9070 0.9772 0.44
H -4.0769 0.0632 0.6329 0.01
Cl -3.6602 -2.0443 0.3689 -0.22
C -2.5317 -2.9844 1.2853 0.90
C -2.9676 -3.5539 2.4556 -0.80
C -2.1554 -4.4394 3.1383 -0.57
C -0.8800 -4.6733 2.6060 -0.65
C -0.5015 -4.0786 1.4411 -0.12
Cl 1.0433 -4.5330 0.7294 -0.16
C -1.2585 -3.1388 0.7470 -0.24
S -0.4252 -2.3273 -0.5666 -0.49
H -3.9360 -3.3279 2.8232 0.41
H -2.4920 -4.9256 4.0327 0.52
H -0.2578 -5.3826 3.1166 0.57
O -0.4266 0.5579 -1.8059 0.80
Si 0.0623 0.6089 -3.3201 -1.72
C 1.2680 -0.7767 -3.4197 0.42
C 2.4983 -0.6734 -2.7620 0.58
C 3.3027 -1.7715 -2.6382 -0.77
C 2.9036 -2.9645 -3.2141 -0.41
C 1.7408 -3.1336 -3.9424 -0.96
C 0.9340 -1.9842 -4.0377 -0.21
C -1.4766 0.3799 -4.2719 0.42
C -1.9138 1.2632 -5.2396 -0.35
C -3.1078 1.1244 -5.8942 -0.83
C -3.9051 0.0503 -5.5154 -0.37
C -3.4870 -0.8612 -4.5595 -1.08
C -2.2649 -0.6847 -3.9193 0.10
C 0.8692 2.2717 -3.5932 0.67
C 1.9899 2.5089 -4.4431 -0.44
C 2.6275 3.7164 -4.3962 -0.63
C 2.0665 4.7027 -3.6031 -0.48
C 0.9296 4.4975 -2.8480 -0.74
C 0.3830 3.2443 -2.7574 0.08
H 2.8159 0.3156 -2.3746 0.10
H 4.2113 -1.7594 -2.0674 0.44
H 3.5106 -3.8790 -3.0541 0.28
H 1.4110 -4.0032 -4.4624 0.50
H 0.0018 -2.1263 -4.5103 0.48
H -1.3391 2.1069 -5.5649 0.41
H -3.4433 1.7790 -6.6977 0.41
H -4.8610 -0.1036 -6.0044 0.36
H -4.0719 -1.7824 -4.3776 0.37
H -1.8798 -1.3777 -3.1881 0.54
H 2.4063 1.6697 -4.9830 0.42
H 3.5009 3.9627 -4.9678 0.46
H 2.5610 5.6599 -3.6081 0.38
H 0.6165 5.3617 -2.2142 0.30
H -0.4582 3.0947 -2.0413 0.20



96
Properties=species:S:1:pos:R:3:mulliken_charge:R:1 method="wB97M-V/def2-TZVPD" relative_energy_kj_mol=199.7 charge=-1 spin_multiplicity=5
Fe 0.4728 -0.5441 1.7392 1.88
C 1.2054 -4.6615 4.6224 -0.70
O -0.1513 -4.2992 4.8836 -0.49
C -0.9181 -3.8089 3.8526 0.07
C -2.0367 -4.4950 3.5952 -1.03
C -3.1744 -4.2640 2.6570 0.08
C -3.0590 -3.8080 1.2046 -0.87
C -2.5196 -1.4957 2.2509 2.01
C -2.6437 -0.0003 1.9564 -2.03
N -1.5663 0.6060 1.7092 1.21
N -1.5160 1.9757 1.5520 -1.05
C -0.2568 2.3280 1.6984 -0.15
O 0.7172 1.5417 1.9289 -1.11
C 0.0491 3.7872 1.5464 0.45
C -0.9469 4.6997 1.2055 0.02
C -0.6352 6.0363 1.0134 -0.78
C 0.6740 6.4769 1.1657 -0.41
C 1.6662 5.5735 1.5193 -0.84
C 1.3541 4.2356 1.7105 -0.11
C -0.4188 -2.5489 3.1874 1.93
O 0.8167 -2.2997 3.2645 -0.73
H 1.4315 -5.4607 5.3312 0.31
H 1.8764 -3.8184 4.7617 0.19
H 1.3226 -5.0287 3.6018 0.26
H -2.1314 -5.3853 4.2118 0.33
H -3.7744 -5.1791 2.6505 0.72
H -2.7742 -4.4413 0.3762 0.40
H -3.6167 0.4866 2.0116 0.33
H -1.9592 4.3370 1.0870 0.41
H -1.4144 6.7373 0.7409 0.37
H 0.9171 7.5215 1.0145 0.38
H 2.6870 5.9126 1.6465 0.39
H 2.1107 3.5145 1.9861 0.54
O 0.4923 -2.6436 0.2629 -0.57
S 1.4074 -2.0056 -0.6693 1.52
O 2.7265 -2.5949 -0.7647 -0.88
O 1.4272 -0.5481 -0.4165 -0.04
C 0.7035 -2.1906 -2.3073 -0.10
C 1.2364 -3.2034 -3.0967 -0.72
C 0.7685 -3.4080 -4.3838 -0.74
C -0.2243 -2.5836 -4.8898 -0.76
C -0.7511 -1.5741 -4.1016 -0.38
C -0.3143 -1.3628 -2.7924 -0.58
P -1.0286 -0.0182 -1.7498 1.52
C -0.0165 1.3995 -2.3119 0.74
C 0.9825 1.3082 -3.2778 -0.74
C 1.7820 2.4041 -3.5713 -0.70
C 1.5945 3.6063 -2.9039 -0.79
C 0.6034 3.7067 -1.9379 -0.68
C -0.1922 2.6090 -1.6428 -0.56
C -2.6113 0.2513 -2.6449 -0.26
C -2.9862 1.4801 -3.1797 -0.32
C -4.2623 1.6729 -3.6941 -0.73
C -5.1871 0.6416 -3.6837 -0.50
C -4.8269 -0.5895 -3.1494 -0.87
C -3.5572 -0.7775 -2.6307 0.18
H 2.0310 -3.8103 -2.6869 0.59
H 1.1872 -4.1999 -4.9918 0.38
H -0.5868 -2.7189 -5.9011 0.42
H -1.5210 -0.9335 -4.5109 0.49
H 1.1547 0.3738 -3.7955 0.23
H 2.5610 2.3119 -4.3188 0.39
H 2.2252 4.4584 -3.1263 0.40
H 0.4616 4.6314 -1.3903 0.28
H -0.9391 2.6829 -0.8621 0.80
H -2.2778 2.2981 -3.2033 0.35
H -4.5301 2.6384 -4.1058 0.42
H -6.1815 0.7933 -4.0844 0.37
H -5.5390 -1.4052 -3.1301 0.41
H -3.2919 -1.7442 -2.2158 0.32
O 4.8085 -1.1029 2.2832 -0.62
C 3.8054 -0.4581 1.6842 -0.08
O 2.7167 -0.3770 2.1965 -0.54
C 4.1983 0.1544 0.3392 0.24
N 5.6528 0.4190 0.3602 -0.76
C 5.7545 1.8235 0.7844 -0.91
C 4.5924 2.5459 0.0985 -0.49
C 3.4811 1.4813 0.0390 1.88
H 3.9751 -0.6217 -0.3919 0.75
H 6.0129 0.3284 -0.5827 0.34
H 5.5944 -0.8999 1.7296 0.40
H 6.7407 2.2257 0.5486 0.50
H 5.6327 1.8537 1.8716 0.28
H 4.8914 2.8501 -0.9087 0.29
H 4.2834 3.4458 0.6324 0.20
H 3.0058 1.4442 -0.9383 -0.55
H 2.6867 1.6522 0.7621 -1.14
N -3.4904 -1.8543 3.3120 -0.50
C -4.1635 -3.0694 2.8861 -0.51
C -4.3116 -2.9473 1.3596 -0.57
C -2.9996 -2.3131 1.0653 -0.14
N -1.1324 -1.6814 2.5236 -0.86
H -3.0015 -1.9853 4.1913 0.54
H -5.0439 -3.2849 3.4882 0.37
H -5.2124 -2.8795 0.7699 0.41
H -2.7847 -1.9365 0.0740 -0.40



113
Properties=species:S:1:pos:R:3:mulliken_charge:R:1 method="wB97M-V/def2-TZVPD" spin_multiplicity=1
C -3.1750 3.2299 -0.5213 -1.11
N -2.7215 1.8724 -0.1315 0.03
C -3.7979 1.0844 0.4822 -1.00
B -2.1648 1.2337 -1.2958 0.43
O -2.9274 0.6868 -2.3006 -0.65
Si -0.1358 1.1516 -1.5443 -0.20
O 0.6407 0.2805 -0.3988 0.68
Si 0.0659 -1.2390 0.0017 0.36
C 1.3713 -2.0936 1.0228 -0.71
C 0.8427 -2.7941 2.2847 -1.08
C 0.4529 -1.8321 3.3593 0.45
O -0.6061 -1.2576 3.3471 -0.84
N 1.3673 -1.6723 4.3900 -0.20
C 2.5633 -0.9332 4.0616 0.22
C 2.5312 0.1314 3.1601 -0.47
C 3.7181 0.8035 2.8301 -0.70
C 4.9331 0.4182 3.4183 -0.63
C 4.9544 -0.6308 4.3470 -0.50
C 3.7707 -1.3137 4.6624 -0.40
S 0.6730 3.2403 -1.4200 0.95
O 0.0251 4.0005 -0.3941 -0.56
O 0.7948 3.7813 -2.7393 -0.61
F 2.1471 3.0214 -0.9023 -0.11
H -2.7898 3.5301 -1.4912 0.40
H -2.8203 3.9615 0.1948 0.25
H -4.2575 3.2718 -0.5598 0.42
H -4.5394 0.7429 -0.2393 0.36
H -4.3157 1.6972 1.2094 0.44
H -3.3833 0.2215 0.9885 0.18
H -2.8927 -0.2686 -2.4042 0.32
H 0.2678 0.7385 -2.9045 -0.18
H -0.1431 -1.9585 -1.2786 -0.22
H -1.2479 -1.1770 0.6733 -0.29
H 1.8186 -2.8455 0.3788 0.57
H 2.1481 -1.3771 1.2582 0.51
H 1.5971 -3.4673 2.6693 0.52
H -0.0453 -3.3764 2.0511 0.35
H 0.8848 -1.2703 5.1858 0.35
H 1.6064 0.4553 2.7099 0.56
H 3.6900 1.6110 2.1245 0.63
H 5.8355 0.9380 3.1464 0.46
H 5.8866 -0.9244 4.7982 0.39
H 3.7920 -2.1287 5.3652 0.45
C -4.5030 -3.9054 4.9488 -0.92
C -3.5490 -3.3840 4.1554 0.42
C -3.4689 -3.7384 2.6825 0.71
O -2.5885 -3.2271 2.0160 -0.13
C -4.4381 -4.6756 2.1411 -1.21
C -5.3800 -5.1859 2.9434 0.05
C -5.4758 -4.8198 4.4039 1.30
O -6.3851 -5.3349 5.0319 -0.64
O -6.3089 -6.0451 2.5526 -0.49
O -2.6477 -2.5489 4.6070 -0.54
H -4.5727 -3.6597 5.9989 0.47
H -4.3633 -4.9318 1.0937 0.48
H -6.8601 -6.2410 3.3378 0.41
H -2.0337 -2.2371 3.9068 0.33
C -10.9763 -6.3186 -0.7822 -1.08
C -12.1180 -6.7111 -0.1995 0.37
C -12.1476 -7.3529 1.1694 1.09
O -13.2445 -7.6529 1.6037 -0.63
C -10.8964 -7.5695 1.8627 -0.97
C -9.7539 -7.1795 1.2792 0.22
C -9.7262 -6.5172 -0.0807 1.14
O -8.6331 -6.1907 -0.5044 -0.62
O -8.5572 -7.3255 1.8185 -0.54
O -13.3132 -6.5797 -0.7469 -0.57
H -10.9473 -5.8574 -1.7589 0.42
H -10.9253 -8.0413 2.8345 0.43
H -7.9105 -6.9468 1.1878 0.38
H -13.9506 -6.9440 -0.1011 0.38
C 5.4558 6.7247 -0.0752 -0.83
C 4.3328 6.0933 0.3003 0.14
C 4.2226 5.3617 1.6167 0.99
O 3.1499 4.8447 1.8658 -0.63
C 5.3751 5.3231 2.4927 -1.18
C 6.4983 5.9485 2.1137 0.35
C 6.6020 6.6994 0.8045 1.13
O 7.6695 7.2419 0.5803 -0.66
O 7.6090 5.9796 2.8286 -0.59
O 3.2308 6.0583 -0.4249 -0.53
H 5.5439 7.2496 -1.0154 0.65
H 5.2886 4.7923 3.4301 0.51
H 8.2483 6.5072 2.3085 0.38
H 2.5770 5.5275 0.0748 0.32
C 3.0083 -0.9765 -2.3868 -0.69
C 3.7435 -0.0052 -2.9508 0.05
C 4.1024 -0.0255 -4.4216 1.10
O 4.7582 0.9127 -4.8350 -0.57
C 3.6519 -1.1361 -5.2336 -1.21
C 2.9099 -2.0988 -4.6678 0.29
C 2.5337 -2.0677 -3.2057 1.29
O 1.8137 -2.9633 -2.7980 -0.70
O 2.4347 -3.1472 -5.3166 -0.59
O 4.1963 1.0439 -2.2969 -0.59
H 2.7368 -0.9616 -1.3401 0.43
H 3.9227 -1.1470 -6.2797 0.48
H 1.9317 -3.6706 -4.6623 0.38
H 4.6672 1.6055 -2.9465 0.22
C 5.1459 4.1818 -5.3810 -1.01
C 4.8077 4.6810 -4.1845 0.16
C 5.1383 6.0963 -3.7731 0.98
O 4.7679 6.4399 -2.6651 -0.53
C 5.8641 6.9389 -4.6976 -1.08
C 6.2051 6.4426 -5.8952 0.22
C 5.8558 5.0320 -6.3145 1.09
O 6.2047 4.6980 -7.4315 -0.64
O 6.8677 7.1187 -6.8169 -0.58
O 4.1569 3.9985 -3.2524 -0.26
H 4.9141 3.1695 -5.6805 0.56
H 6.1085 7.9455 -4.3899 0.48
H 6.9696 6.5132 -7.5778 0.38
H 4.0388 4.6085 -2.4960 0.24



Number 1: electronic energy -5778.946770 Ha, molar mass 871.98 g/mol. Number 2: electronic energy -4464.818348 Ha, molar mass 848.68 g/mol. Number 3: electronic energy -4678.882429 Ha, molar mass 1078.81 g/mol.